{
  "formula": "C29H38FGeN3O3SV",
  "method": "ωB97M-V with the def2-TZVPD basis set",
  "multiplicity": 2,
  "orbital_gap_ev": [7.637, 7.676],
  "molar_mass_da": 651.3,
  "lumo_energy_ev": [-0.201, -0.173],
  "de_lowest_kj_mol": 0.0,
  "elements": ["V", "C", "C", "C", "C", "Ge", "C", "C", "C", "C", "H", "H", "H", "H", "H", "H", "H", "H", "H", "H", "H", "H", "H", "H", "H", "H", "H", "H", "H", "F", "C", "C", "C", "C", "C", "C", "C", "C", "N", "H", "H", "H", "H", "H", "H", "H", "H", "H", "C", "C", "C", "N", "C", "C", "H", "H", "H", "H", "H", "S", "C", "N", "O", "C", "C", "C", "C", "C", "C", "C", "O", "O", "H", "H", "H", "H", "H"],
  "xyz": [[-0.43, -1.17, -0.24], [-0.41, 6.80, -3.11], [-0.46, 5.29, -3.13], [0.56, 4.69, -2.21], [0.53, 3.17, -2.22], [1.60, 2.35, -0.78], [1.43, 3.18, 1.00], [2.34, 4.40, 1.30], [2.42, 4.65, 2.79], [3.19, 5.90, 3.21], [-1.17, 7.14, -3.80], [0.54, 7.14, -3.45], [-0.58, 7.18, -2.10], [-0.30, 4.91, -4.12], [-1.45, 4.94, -2.83], [0.37, 5.04, -1.18], [1.58, 5.07, -2.41], [0.93, 2.77, -3.17], [-0.47, 2.77, -2.04], [3.03, 1.95, -1.21], [1.60, 2.43, 1.74], [0.39, 3.50, 1.14], [1.95, 5.29, 0.81], [3.34, 4.27, 0.92], [2.84, 3.73, 3.22], [1.41, 4.72, 3.19], [4.26, 5.87, 2.98], [3.09, 5.97, 4.29], [2.75, 6.80, 2.79], [1.01, 0.70, -0.48], [-2.80, -3.45, 2.02], [-3.55, -3.41, 0.70], [-4.74, -4.07, 0.47], [-5.25, -4.27, -0.82], [-4.53, -3.79, -1.92], [-3.34, -3.10, -1.75], [-2.52, -2.72, -2.97], [-2.87, -2.89, -0.43], [-1.66, -2.25, -0.21], [-3.34, -3.95, 2.82], [-2.51, -2.43, 2.34], [-1.86, -4.03, 1.85], [-5.29, -4.45, 1.33], [-6.18, -4.79, -0.95], [-4.86, -3.96, -2.92], [-3.10, -2.91, -3.88], [-1.57, -3.29, -3.02], [-2.29, -1.67, -2.99], [0.26, 0.07, 4.41], [-0.33, 0.97, 3.54], [-0.55, 0.67, 2.22], [-0.27, -0.55, 1.75], [0.25, -1.48, 2.57], [0.57, -1.16, 3.87], [0.47, 0.31, 5.45], [-0.59, 1.97, 3.90], [-0.96, 1.39, 1.51], [0.41, -2.48, 2.18], [1.03, -1.90, 4.50], [-3.25, 2.72, -0.89], [-2.27, 1.41, -0.83], [-1.64, 0.43, -0.74], [3.17, -3.68, 0.88], [2.76, -4.52, -0.10], [3.14, -5.86, 0.00], [2.90, -6.75, -1.03], [2.25, -6.32, -2.19], [1.66, -5.05, -2.21], [1.89, -4.14, -1.14], [1.15, -2.88, -1.06], [0.49, -2.33, -1.96], [1.16, -2.32, 0.12], [2.62, -2.89, 0.80], [3.61, -6.20, 0.91], [3.23, -7.77, -0.98], [2.13, -7.00, -3.03], [1.08, -4.67, -3.03]]
}



{
  "formula": "C29H38FIMnN4O3S",
  "method": "ωB97M-V with the def2-TZVPD basis set",
  "multiplicity": 4,
  "orbital_gap_ev": [6.251, 6.483],
  "molar_mass_da": 723.6,
  "lumo_energy_ev": [-5.473, -5.473],
  "de_lowest_kj_mol": 129.7,
  "total_charge": 2,
  "elements": ["Mn", "C", "C", "C", "C", "C", "C", "C", "C", "C", "C", "C", "C", "N", "C", "C", "C", "C", "C", "C", "F", "H", "H", "H", "H", "H", "H", "H", "H", "H", "H", "H", "H", "H", "H", "H", "H", "H", "H", "H", "H", "H", "O", "C", "O", "C", "C", "C", "C", "C", "C", "S", "H", "H", "H", "H", "N", "C", "C", "N", "H", "H", "H", "H", "H", "H", "H", "H", "H", "N", "C", "O", "C", "I", "H", "H", "H", "H"],
  "xyz": [[-0.13, -0.42, -0.65], [2.39, 1.81, -0.23], [1.94, 2.71, 0.92], [1.53, 4.09, 0.38], [0.92, 2.14, 1.92], [1.25, 2.37, 3.26], [0.42, 2.01, 4.30], [-0.79, 1.42, 4.01], [-1.20, 1.16, 2.70], [-2.65, 0.63, 2.61], [-3.65, 1.74, 2.26], [-2.96, -0.63, 1.78], [-0.31, 1.50, 1.64], [-0.66, 1.15, 0.29], [-1.53, 2.00, -0.39], [-1.88, 3.31, -0.04], [-2.76, 4.04, -0.81], [-3.34, 3.51, -1.96], [-3.05, 2.20, -2.31], [-2.18, 1.51, -1.52], [-1.90, 0.17, -1.81], [3.25, 2.27, -0.74], [1.61, 1.70, -0.98], [2.70, 0.83, 0.13], [2.84, 2.87, 1.52], [0.73, 4.00, -0.35], [2.39, 4.56, -0.10], [1.20, 4.74, 1.19], [2.19, 2.87, 3.48], [0.71, 2.21, 5.32], [-1.47, 1.17, 4.82], [-2.88, 0.35, 3.64], [-3.64, 1.99, 1.20], [-3.43, 2.65, 2.83], [-4.67, 1.42, 2.52], [-2.41, -0.69, 0.86], [-4.02, -0.65, 1.52], [-2.75, -1.55, 2.35], [-1.46, 3.72, 0.87], [-3.01, 5.06, -0.51], [-4.03, 4.10, -2.55], [-3.50, 1.73, -3.18], [-0.04, -1.87, -2.10], [0.18, -1.30, -3.17], [0.49, 0.01, -3.09], [0.20, -1.77, -4.51], [-0.10, -3.06, -4.97], [-0.02, -3.31, -6.32], [0.35, -2.29, -7.21], [0.63, -1.01, -6.77], [0.55, -0.76, -5.41], [0.82, 0.74, -4.58], [-0.39, -3.83, -4.26], [-0.25, -4.30, -6.70], [0.40, -2.51, -8.27], [0.91, -0.23, -7.47], [0.53, -4.07, 4.63], [0.49, -2.70, 4.00], [0.41, -2.79, 2.48], [0.39, -1.48, 1.87], [0.58, -4.01, 5.65], [1.34, -4.60, 4.32], [-0.30, -4.61, 4.39], [1.38, -2.15, 4.32], [-0.39, -2.18, 4.40], [-0.50, -3.34, 2.20], [1.27, -3.36, 2.09], [1.30, -1.03, 1.90], [-0.26, -0.86, 2.33], [2.38, -3.28, -1.32], [2.79, -2.10, -0.82], [2.01, -1.26, -0.35], [4.27, -1.83, -0.79], [5.14, -2.00, -2.74], [1.39, -3.40, -1.47], [3.02, -3.86, -1.84], [4.79, -2.55, -0.16], [4.45, -0.82, -0.45]]
}